No. 1
Density functional theory data (ωB97M-V/def2-TZVPD) for a 2-piece molecular cluster, C9H13NO2 overall in a non-equilibrium geometry.

The total charge is 0. As for the SMILES: Cc1ccc(O)cc1.CC(N)=O. The energy relative to the best compared isomer or geometry (same formula, charge and spin) is 83.8 kJ/mol. The calculation puts the LUMO energy at 0.6 eV. For the HOMO energy, the calculation gives -8.760 eV.

```
25
C9H13NO2 | OMol25 | ωB97M-V/def2-TZVPD
C -2.2721 -1.9225 -2.5912
C -2.0022 -0.8532 -1.5889
C -1.3346 -1.2154 -0.4151
C -1.0327 -0.2214 0.5158
C -1.4166 1.0856 0.3232
O -1.0285 2.0890 1.2095
C -2.0908 1.4827 -0.8383
C -2.2461 0.4985 -1.8053
H -2.8510 -1.6013 -3.4461
H -2.9060 -2.6952 -2.1608
H -1.4410 -2.6283 -2.7391
H -1.1097 -2.2413 -0.1680
H -0.5120 -0.5270 1.4182
H -1.2250 1.7505 2.0853
H -2.1206 2.5160 -1.1378
H -2.4824 0.6201 -2.8630
C 2.6932 -0.1056 2.4154
C 3.6498 0.2359 1.3099
N 3.2567 1.2362 0.4787
O 4.7440 -0.2829 1.2319
H 2.4877 -1.1838 2.4163
H 1.7729 0.4689 2.3325
H 3.0988 -0.0062 3.4226
H 3.9678 1.7484 -0.0207
H 2.4004 1.7524 0.6152
```

=====

No. 2
Density functional theory data (ωB97M-V/def2-TZVPD) for a 2-piece molecular cluster, C9H12ClNP overall in a non-equilibrium geometry.

The total charge is +1. The energy relative to the best compared isomer or geometry (same formula, charge and spin) is 283.5 kJ/mol. The calculation puts the LUMO energy at -4.5 eV. For the HOMO energy, the calculation gives -12.668 eV.

```
24
C9H12ClNP | OMol25 | ωB97M-V/def2-TZVPD
C -2.7115 -1.4333 -0.2896
C -1.8147 -2.3994 0.1162
C -2.2875 -0.1482 -0.4715
C -0.5301 -2.1080 0.2632
C -0.9695 0.2399 -0.2282
C -0.0971 -0.7972 0.0011
C -0.5630 1.6278 -0.5370
C 0.9953 1.7394 -0.5365
C 1.3294 -0.5137 0.2674
N 1.5249 0.9061 0.6158
P 2.6825 -1.0627 -0.8902
Cl 4.2426 -0.2228 0.1740
H -3.7269 -1.6487 -0.4518
H -2.1902 -3.2871 0.4886
H -2.9957 0.4600 -1.0150
H 0.2727 -2.8613 0.6047
H -1.0567 1.9464 -1.3793
H -0.9795 2.3856 0.2122
H 1.4099 1.3380 -1.5019
H 1.4516 2.7545 -0.3027
H 1.4997 -1.1291 2.0273
H 2.4632 1.1815 0.8417
H 0.7756 0.9436 1.3374
H 3.0685 -2.2417 -0.5111
```

=====

No. 3
Density functional theory data (ωB97M-V/def2-TZVPD) for a 2-piece molecular cluster, C3H7ClN3 overall in a non-equilibrium geometry.

The total charge is +1. As for the spin multiplicity: 3. The expectation value of S² is 2.013. The energy relative to the best compared isomer or geometry (same formula, charge and spin) is 189.6 kJ/mol. The calculation puts the LUMO energy (alpha / beta) at -4.3 / -7.4 eV. For the HOMO energy (alpha / beta), the calculation gives -12.283 / -15.426 eV.

```
14
C3H7ClN3 | OMol25 | ωB97M-V/def2-TZVPD
C 0.9061 -0.6893 0.6147
C -0.2535 0.4642 -0.8943
C -1.5961 -0.7366 0.8353
N 1.7939 -0.2723 -0.2951
N -0.3499 -0.4827 0.2155
N 1.0432 0.3277 -1.2605
Cl 1.8699 1.6278 -1.9170
H 1.3066 -1.2187 1.4935
H -0.8967 0.1673 -1.6934
H -0.6055 1.6110 -0.5827
H -2.1753 -1.3741 0.3069
H -1.4593 -0.8965 2.0120
H -2.1694 0.2915 0.8169
H 2.5860 1.1807 0.3480
```

=====

No. 4
Density functional theory data (ωB97M-V/def2-TZVPD) for a 2-piece molecular cluster, C5H15N2 overall in a non-equilibrium geometry.

The total charge is +1. The energy relative to the best compared isomer or geometry (same formula, charge and spin) is 104.4 kJ/mol. The calculation puts the LUMO energy at -2.8 eV. For the HOMO energy, the calculation gives -12.686 eV.

```
22
C5H15N2 | OMol25 | ωB97M-V/def2-TZVPD
C -0.2792 -2.1704 -0.2403
C 1.0274 -2.1334 0.1791
N 1.9399 -1.1633 -0.3103
H -0.5944 -1.5981 -1.1079
H -1.0106 -2.7856 0.2910
H 1.3260 -2.6140 1.1397
H 1.9426 -1.1240 -1.3437
H 2.8538 -1.2391 0.0849
C -1.4932 1.3180 -1.6296
C -1.1959 1.7461 -0.1860
N -0.3165 0.7299 0.4837
C 0.3479 1.2082 1.7190
H -2.0833 0.4345 -1.6672
H -2.0617 2.1191 -2.1019
H -0.5554 1.2425 -2.1999
H -0.5864 2.6596 -0.2222
H -2.0700 1.9105 0.4406
H 0.3998 0.4648 -0.2051
H -0.8368 -0.1207 0.6285
H 0.9556 2.0895 1.4541
H 0.9311 0.3294 2.0490
H -0.4158 1.4546 2.4927
```

=====

- Number 1 is which compound?
  C9H13NO2